1.
The following is a quantum chemistry calculation of a molecular structure, C23H25Cl3MoN2O4Si2, from OMol25.

Element x y z (Å)
Mo (-0.319, -0.098, 0.112)
O (-2.097, 4.781, 2.010)
C (-0.778, 4.730, 2.197)
C (-0.188, 5.788, 2.890)
C (1.163, 5.786, 3.139)
C (1.990, 4.742, 2.687)
C (1.434, 3.708, 1.991)
C (0.041, 3.672, 1.738)
C (-0.521, 2.535, 1.097)
O (0.300, 1.497, 0.697)
N (-1.784, 2.334, 0.898)
N (-2.016, 1.047, 0.404)
C (-3.249, 0.740, 0.172)
C (-3.707, -0.558, -0.259)
C (-5.074, -0.806, -0.393)
C (-5.522, -2.070, -0.742)
C (-4.613, -3.096, -0.962)
C (-3.242, -2.865, -0.863)
C (-2.823, -1.608, -0.523)
O (-1.476, -1.310, -0.415)
H (-2.416, 3.977, 1.565)
H (-0.830, 6.586, 3.235)
H (1.598, 6.603, 3.698)
H (3.050, 4.760, 2.894)
H (2.050, 2.890, 1.641)
H (-3.985, 1.519, 0.351)
H (-5.779, -0.004, -0.212)
H (-6.583, -2.254, -0.843)
H (-4.966, -4.087, -1.210)
H (-2.515, -3.646, -1.044)
Cl (0.418, -3.231, 2.027)
Si (0.128, -1.246, 2.311)
Cl (-1.598, -0.923, 3.318)
Cl (1.686, -0.368, 3.251)
C (-0.511, 1.994, -2.487)
Si (0.675, 0.590, -2.233)
C (2.426, 1.132, -2.097)
C (0.306, -0.859, -3.292)
C (1.339, -1.593, -3.889)
C (1.053, -2.631, -4.765)
C (-0.267, -2.950, -5.052)
C (-1.305, -2.227, -4.471)
C (-1.021, -1.191, -3.599)
H (-0.255, 2.449, -3.451)
H (-0.428, 2.770, -1.725)
H (-1.552, 1.672, -2.546)
H (2.633, 1.804, -2.935)
H (3.135, 0.307, -2.145)
H (2.606, 1.692, -1.177)
H (2.375, -1.341, -3.689)
H (1.859, -3.181, -5.233)
H (-0.490, -3.754, -5.740)
H (-2.332, -2.463, -4.717)
H (-1.843, -0.618, -3.181)
C (2.921, -1.397, 0.222)
O (1.620, -1.304, -0.425)
H (3.672, -1.636, -0.527)
H (2.909, -2.158, 0.998)
H (3.134, -0.427, 0.659)
H (1.444, -2.128, -0.903)

## Properties
2S+1: 1
Net charge: +2

---

2.
The following is a quantum chemistry calculation of a molecular structure, C23H25F10N6O6P2Zn, from OMol25.

Element x y z (Å)
Zn (-0.207, -0.080, -0.204)
C (1.361, -0.489, 2.424)
N (0.936, 0.690, 1.659)
C (2.125, 1.552, 1.486)
C (2.097, 2.545, 0.333)
N (2.396, 1.830, -0.894)
C (1.713, 1.948, -1.956)
C (1.984, 1.086, -3.191)
F (0.651, -1.038, -3.842)
C (2.383, 2.011, -4.302)
F (2.315, 1.455, -5.579)
C (2.252, 3.368, -4.180)
F (2.864, 4.177, -5.102)
C (1.486, 3.928, -3.187)
F (1.963, 4.990, -2.441)
C (0.665, 2.938, -2.423)
F (-0.027, 3.548, -1.392)
C (-0.145, 1.379, 2.389)
C (-1.056, 2.203, 1.497)
N (-1.552, 1.332, 0.453)
C (-2.516, 1.810, -0.385)
C (-2.929, 3.143, -0.563)
F (-2.359, 4.153, 0.130)
C (-3.913, 3.518, -1.462)
F (-4.233, 4.816, -1.584)
C (-4.562, 2.585, -2.240)
F (-5.515, 2.949, -3.118)
C (-4.215, 1.256, -2.078)
F (-4.859, 0.312, -2.783)
C (-3.245, 0.896, -1.172)
F (-3.019, -0.421, -1.006)
H (1.841, -0.194, 3.368)
H (2.063, -1.067, 1.826)
H (0.498, -1.112, 2.653)
H (2.974, 0.891, 1.303)
H (2.306, 2.080, 2.434)
H (2.916, 3.250, 0.511)
H (1.180, 3.124, 0.296)
H (0.276, 1.994, 3.197)
H (-0.758, 0.601, 2.848)
H (-0.534, 3.087, 1.124)
H (-1.869, 2.583, 2.133)
N (4.324, 0.546, -2.421)
C (3.064, -0.018, -2.959)
C (3.482, -0.735, -4.252)
P (2.623, -1.336, -1.719)
O (2.205, -2.652, -2.513)
O (4.052, -1.713, -1.157)
O (1.639, -1.036, -0.638)
P (0.167, 0.564, -3.382)
O (-0.600, 0.578, -4.788)
O (-0.205, 2.262, -3.238)
O (-0.541, 0.082, -2.137)
H (4.778, 1.050, -3.176)
H (4.634, -0.981, -1.517)
H (4.071, 1.221, -1.698)
H (4.187, -1.534, -4.014)
H (3.977, -0.011, -4.897)
H (2.639, -1.146, -4.795)
H (1.450, -2.410, -3.090)
H (-0.896, 1.485, -4.946)
C (0.073, -3.838, -0.139)
C (-0.927, -3.086, 0.660)
N (-1.121, -1.784, 0.690)
C (-2.178, -1.556, 1.551)
C (-2.617, -2.734, 2.052)
N (-1.812, -3.697, 1.479)
H (0.625, -3.150, -0.766)
H (-0.420, -4.580, -0.769)
H (0.788, -4.352, 0.506)
H (-2.538, -0.552, 1.697)
H (-3.412, -2.976, 2.734)
H (-1.878, -4.690, 1.616)

## Properties
2S+1: 1
Net charge: -1

---

Ordered orbital gap results: 5.7410, 5.3967; unit eV.
Ordered E_LUMO results: -0.2939, 0.0661; unit Ha.